# C30H95NO26Si

A cluster of 22 separate species, C30H95NO26Si in total (ωB97M-V with the def2-TZVPD basis set, the OMol25 dataset).

Calculated values
frontier orbital gap = 8.9399 eV
net charge = 0
highest occupied orbital energy = -9.04 eV
LUMO energy = -0.097 eV

CARTESIAN COORDINATES (ANGSTROEM)
C  4.449  2.596  0.867
C  4.540  3.158  2.292
C  4.209  2.118  3.348
O  2.797  2.030  3.454
C  2.360  0.935  4.282
C  2.362  -0.293  3.396
C  2.030  -1.612  4.050
O  1.967  -2.619  3.047
Si  0.436  -3.234  2.708
C  0.638  -4.788  1.685
C  -0.567  -1.994  1.692
C  -0.521  -3.742  4.244
C  3.236  0.657  5.513
C  2.219  0.436  6.610
O  2.289  -0.345  7.529
N  1.209  1.298  6.326
C  0.994  1.388  4.873
C  -0.331  0.784  4.416
C  -1.234  1.916  4.006
O  -2.614  1.618  4.129
C  -3.322  2.621  3.416
C  -3.539  2.197  1.964
O  -3.269  3.307  1.088
C  -3.067  2.832  -0.202
C  -1.843  2.618  -0.748
C  -1.784  2.128  -2.020
C  -2.894  1.883  -2.791
C  -2.853  1.345  -4.228
C  -3.101  -0.161  -4.145
C  -4.062  1.949  -4.970
C  -1.582  1.797  -4.992
C  -0.658  0.714  -5.561
C  0.547  1.492  -6.156
C  -1.269  -0.057  -6.760
C  -0.087  -0.267  -4.542
C  -4.088  2.132  -2.205
C  -4.171  2.581  -0.938
H  3.941  1.642  0.886
H  3.842  3.263  0.270
H  5.405  2.534  0.375
H  5.516  3.577  2.495
H  3.820  3.957  2.421
H  4.662  2.453  4.267
H  4.683  1.183  3.064
H  3.328  -0.405  2.921
H  1.647  -0.137  2.599
H  1.099  -1.500  4.608
H  2.783  -1.925  4.761
H  1.075  -5.579  2.283
H  1.268  -4.585  0.824
H  -0.323  -5.148  1.328
H  -1.555  -1.930  2.137
H  -0.125  -1.007  1.681
H  -0.661  -2.347  0.679
H  -0.749  -2.852  4.824
H  0.121  -4.348  4.875
H  -1.436  -4.253  3.990
H  3.965  -0.120  5.385
H  3.760  1.544  5.853
H  0.396  1.113  6.906
H  1.004  2.454  4.680
H  -0.785  0.313  5.285
H  -0.263  0.024  3.655
H  -1.037  2.761  4.661
H  -0.989  2.169  2.975
H  -4.309  2.691  3.854
H  -2.834  3.584  3.523
H  -4.557  1.838  1.851
H  -2.888  1.390  1.654
H  -0.950  2.803  -0.172
H  -0.810  1.956  -2.436
H  -2.362  -0.678  -3.553
H  -3.225  -0.618  -5.112
H  -4.041  -0.310  -3.625
H  -5.010  1.635  -4.565
H  -3.960  3.022  -5.072
H  -4.027  1.545  -5.974
H  -1.873  2.407  -5.840
H  -1.001  2.461  -4.366
H  0.207  1.966  -7.070
H  1.343  0.812  -6.431
H  0.884  2.268  -5.481
H  -1.381  -1.095  -6.472
H  -0.655  0.025  -7.642
H  -2.263  0.321  -6.954
H  0.149  0.212  -3.602
H  0.861  -0.611  -4.934
H  -0.688  -1.153  -4.416
H  -5.016  1.965  -2.713
H  -5.128  2.779  -0.494
O  6.718  1.608  4.832
H  6.960  1.481  5.758
H  7.531  1.906  4.411
O  5.971  3.603  6.914
H  5.801  3.863  6.003
H  5.311  4.078  7.430
O  -0.338  -2.650  -2.003
H  -0.194  -3.513  -1.593
H  0.419  -2.120  -1.734
O  3.459  -6.705  2.679
H  3.865  -7.239  3.369
H  3.754  -5.807  2.864
O  0.976  2.358  0.589
H  1.292  1.568  1.058
H  1.605  3.044  0.829
O  5.177  -0.220  7.969
H  4.239  -0.461  7.915
H  5.240  0.312  8.768
O  -3.143  5.317  -2.711
H  -2.870  4.523  -2.236
H  -2.501  5.994  -2.482
O  -5.518  5.743  1.623
H  -4.840  5.061  1.689
H  -5.202  6.317  0.919
O  -0.341  -3.798  -5.264
H  -1.272  -3.545  -5.237
H  -0.044  -3.685  -4.352
O  -1.712  -4.484  -0.104
H  -2.622  -4.167  -0.119
H  -1.324  -4.113  -0.904
O  0.009  -4.010  -8.446
H  -0.921  -3.759  -8.409
H  0.313  -3.897  -7.538
O  -3.153  -4.762  -6.299
H  -3.641  -5.554  -6.547
H  -2.233  -5.054  -6.298
O  -0.361  -4.804  -11.422
H  0.569  -4.867  -11.671
H  -0.353  -4.293  -10.606
O  2.692  -5.488  -11.923
H  2.887  -6.030  -11.153
H  3.533  -5.402  -12.382
O  6.020  0.831  -1.416
H  6.784  0.313  -1.142
H  6.345  1.361  -2.151
O  -5.554  -0.491  -6.320
H  -6.448  -0.594  -5.978
H  -5.366  -1.335  -6.746
O  -0.051  0.009  9.234
H  0.738  -0.229  8.723
H  -0.786  -0.389  8.756
O  -4.914  -0.206  4.850
H  -5.658  0.405  4.838
H  -4.169  0.314  4.523
O  7.808  3.116  9.473
H  7.280  2.797  8.733
H  8.206  3.925  9.138
O  -6.624  3.562  4.093
H  -7.453  4.037  4.202
H  -6.337  3.799  3.204
O  -2.273  -6.934  -9.632
H  -1.812  -7.775  -9.687
H  -1.759  -6.347  -10.203

Cartesian forces, eV/Å:
C -0.3 0.8 0.5
C -0.4 -0.5 -0.2
C 0.3 0.9 -0.6
O 0.1 -0.4 0.4
C 0.4 -0.1 -0.2
C -0.3 -0.2 -0.1
C 0.1 0.0 -0.2
O -0.8 -0.2 0.3
Si -0.3 -0.9 -0.8
C 0.1 0.4 0.4
C 0.3 -0.2 0.7
C 0.9 1.0 -0.1
C -0.3 0.4 0.3
C 0.7 0.2 -1.3
O 0.0 -0.3 1.0
N -1.0 -1.2 0.6
C 0.9 0.7 0.1
C -0.2 0.0 0.9
C -0.1 -0.3 -0.1
O 0.2 0.0 -0.2
C -0.8 -0.7 -0.1
C 0.5 0.7 -0.1
O 0.3 -0.2 0.3
C -0.5 0.7 1.0
C 1.0 0.2 1.1
C 1.1 -0.3 -0.9
C 0.9 -0.4 -1.3
C -0.6 0.7 0.2
C -0.2 0.1 0.5
C 0.8 -0.5 -0.8
C -0.2 -0.8 0.1
C 1.1 0.4 -0.7
C -0.8 0.0 0.0
C -0.3 0.1 1.1
C 0.4 0.1 -0.3
C -1.6 -0.4 -0.5
C -1.5 0.4 0.8
H 0.1 -0.4 -0.2
H -0.2 0.1 -0.4
H 0.3 -0.4 -0.1
H 0.3 0.1 0.0
H -0.1 0.4 0.1
H -0.1 -0.1 0.5
H -0.1 -0.4 0.1
H 0.3 0.1 -0.1
H -0.2 0.1 -0.3
H -0.2 -0.2 0.1
H 0.2 0.1 0.3
H 0.4 -0.2 0.0
H 0.2 -0.1 -0.2
H 0.0 0.2 0.1
H -0.3 0.1 -0.1
H 0.0 0.4 0.0
H -0.1 -0.1 -0.3
H -0.4 0.1 0.2
H 0.0 -0.4 0.1
H -0.2 -0.2 -0.1
H 0.2 -0.4 0.0
H 0.3 0.2 -0.1
H -0.1 0.4 0.0
H -0.3 0.2 -0.5
H -0.1 -0.3 0.1
H 0.2 -0.1 -0.3
H 0.1 0.4 0.0
H 0.0 0.4 -0.2
H -0.1 0.1 0.5
H 0.1 0.2 -0.2
H -0.3 0.0 -0.3
H 0.3 -0.4 0.3
H 0.1 0.0 0.0
H 0.4 -0.1 -0.1
H 0.2 -0.1 0.1
H 0.1 -0.2 -0.4
H -0.3 0.0 0.1
H -0.3 0.1 0.1
H -0.2 0.3 0.3
H -0.1 -0.1 -0.3
H -0.2 0.2 -0.2
H 0.2 0.1 0.2
H 0.0 0.4 -0.2
H 0.3 -0.1 0.0
H 0.4 0.1 0.2
H 0.0 -0.4 -0.3
H 0.1 -0.1 -0.3
H -0.3 0.1 -0.4
H -0.2 0.1 0.5
H 0.3 -0.3 -0.1
H -0.2 -0.1 0.3
H -0.2 0.0 -0.2
H -0.4 0.1 0.1
O 0.3 0.1 0.0
H -0.2 0.0 0.1
H 0.0 -0.1 0.0
O -0.1 0.1 0.1
H 0.1 -0.2 -0.1
H 0.0 0.0 0.1
O -0.1 -0.4 -0.2
H 0.8 0.4 -0.3
H 0.1 0.1 0.0
O 0.0 0.0 0.1
H 0.0 0.0 0.0
H 0.0 0.0 0.0
O 0.1 -0.4 0.2
H 0.0 0.4 -0.2
H 0.1 0.0 0.1
O 0.0 0.1 -0.1
H 0.0 0.0 0.0
H 0.0 0.0 0.0
O -0.1 0.1 -0.1
H 0.0 0.0 0.0
H 0.1 0.0 0.0
O 0.0 -0.2 0.1
H 0.2 0.0 -0.2
H 0.0 0.0 -0.1
O -0.1 -0.1 0.0
H 0.0 0.1 0.1
H 0.0 0.1 -0.1
O -0.3 -0.1 -0.3
H 0.0 0.0 0.0
H -0.8 -0.2 0.4
O -0.2 0.1 0.0
H 0.0 0.0 0.1
H 0.0 0.0 0.1
O 0.2 0.0 0.1
H 0.0 0.0 -0.1
H 0.0 -0.1 -0.1
O -0.2 -0.1 0.1
H 0.1 -0.1 0.0
H 0.2 0.0 0.1
O 0.0 0.0 0.1
H 0.0 0.0 0.0
H 0.0 0.1 -0.1
O 0.1 0.0 -0.1
H 0.0 0.0 0.0
H -0.1 0.0 0.0
O -0.1 -0.2 -0.1
H 0.0 0.0 0.0
H 0.0 0.0 0.0
O -0.1 0.1 -0.3
H 0.1 -0.1 0.1
H 0.0 -0.1 0.1
O -0.1 0.1 -0.1
H 0.0 0.0 0.0
H 0.2 0.0 0.1
O 0.0 0.0 0.0
H 0.0 0.1 -0.1
H 0.0 0.0 0.0
O 0.1 -0.1 -0.1
H 0.0 0.0 0.0
H -0.1 0.1 0.0
O 0.0 0.1 0.0
H 0.0 0.0 0.0
H 0.1 0.0 -0.1

---

# C31H15F4IrN5S4

A structure of composition C31H15F4IrN5S4 (ωB97M-V with the def2-TZVPD basis set, the OMol25 dataset).

Calculated values
frontier orbital gap (spin up / spin down) = 6.3676 / 5.0271 eV
expectation value of S² = 8.8737
2S+1 = 6
net charge = +2
highest occupied orbital energy (spin up / spin down) = -12.76 / -14.35 eV
LUMO energy (spin up / spin down) = -6.396 / -9.324 eV
relative energy (zero: lowest compared OMol25 entry of this formula, charge and spin) = 108.3 kJ/mol

CARTESIAN COORDINATES (ANGSTROEM)
Ir  -0.224  -0.395  0.519
S  1.124  -1.918  -0.907
C  0.054  -3.085  -1.594
C  0.630  -4.074  -2.412
C  -0.137  -5.103  -2.913
C  -1.495  -5.163  -2.620
C  -2.090  -4.168  -1.853
C  -1.326  -3.138  -1.336
S  -2.179  -1.828  -0.456
C  -2.511  -2.640  1.150
C  -1.578  -2.326  2.285
C  -1.958  -2.811  3.533
C  -1.166  -2.561  4.637
C  0.018  -1.869  4.447
C  0.367  -1.433  3.176
C  1.724  -0.802  3.048
S  2.126  0.247  1.591
C  1.804  1.931  2.104
C  2.915  2.769  2.138
C  2.770  4.123  2.486
C  1.548  4.661  2.712
C  0.295  3.868  2.572
C  0.525  2.389  2.366
S  -0.873  1.391  2.313
N  -0.436  -1.632  2.111
H  1.680  -3.998  -2.643
H  0.321  -5.861  -3.527
H  -2.102  -5.963  -3.013
H  -3.153  -4.190  -1.674
H  -2.525  -3.720  0.982
H  -3.533  -2.339  1.413
H  -2.879  -3.362  3.630
H  -1.458  -2.896  5.620
H  0.672  -1.661  5.277
H  2.460  -1.609  2.981
H  1.955  -0.221  3.940
H  3.887  2.374  1.901
H  3.659  4.727  2.569
H  1.428  5.710  2.927
H  -0.396  4.057  3.407
F  -3.041  1.250  -2.034
C  -3.738  1.759  -1.015
C  -4.897  1.136  -0.611
F  -5.310  0.057  -1.270
C  -5.602  1.568  0.537
C  -5.205  2.803  1.102
C  -4.017  3.399  0.716
F  -3.540  4.436  1.408
C  -3.205  2.833  -0.281
C  -1.783  3.096  -0.320
C  -0.959  2.059  -0.735
N  -0.359  1.061  -0.761
C  -1.129  3.892  0.573
N  -0.413  4.359  1.386
F  -5.870  3.294  2.136
C  -6.493  0.671  1.210
C  -6.139  -0.682  1.147
N  -5.658  -1.728  1.165
C  -7.475  1.067  2.120
N  -8.287  1.373  2.874

Cartesian forces, eV/Å:
Ir 0.0 0.1 1.0
S -0.7 -0.2 0.1
C 0.6 0.6 0.5
C 0.0 -0.1 -0.2
C 0.1 0.0 0.0
C 0.1 0.0 -0.1
C 0.1 0.3 0.2
C -0.6 0.2 0.1
S 0.5 -0.2 0.4
C -0.2 0.3 -0.3
C -0.2 -0.4 0.4
C 0.3 0.2 -0.1
C 0.1 0.1 -0.3
C -0.1 0.0 -0.3
C 0.0 -0.1 0.6
C 0.3 0.3 -0.4
S -0.7 0.0 0.3
C -0.3 -0.4 -0.1
C 0.3 -0.1 -0.1
C -0.3 0.3 0.1
C 0.5 0.0 0.0
C 0.1 -0.2 0.6
C 0.3 -0.3 -0.2
S 0.1 -1.4 -0.8
N -0.1 -0.5 0.6
H 0.2 -0.1 0.0
H 0.0 -0.1 -0.1
H -0.1 -0.1 0.0
H -0.2 0.0 0.0
H 0.0 0.1 0.0
H 0.2 -0.1 0.0
H -0.1 -0.1 -0.1
H 0.0 0.0 0.1
H 0.1 0.0 0.1
H 0.0 0.1 0.1
H 0.0 0.0 0.0
H 0.2 -0.1 0.0
H 0.0 0.2 0.0
H 0.0 0.1 0.1
H 0.1 0.0 -0.1
F -0.1 0.0 0.0
C 0.0 0.2 0.4
C -0.1 0.1 0.3
F 0.1 0.2 0.0
C 0.4 0.5 -0.4
C 0.0 -0.3 -0.1
C 0.0 -0.4 -0.3
F -0.1 0.0 0.0
C -1.1 -0.3 0.3
C 0.2 0.5 -0.7
C 0.4 -0.4 0.1
N -0.3 1.5 -1.2
C 1.0 0.1 1.3
N -1.1 0.2 -1.7
F 0.2 0.0 -0.2
C -0.1 0.4 -0.2
C 0.2 -0.6 0.2
N -0.1 -0.3 -0.1
C 0.0 0.0 -0.1
N -0.4 0.1 0.4

---

# C31H19F2FeN13

A structure of composition C31H19F2FeN13 (ωB97M-V with the def2-TZVPD basis set, the OMol25 dataset).

Calculated values
frontier orbital gap = 5.1797 eV
net charge = -2
highest occupied orbital energy = -0.28 eV
LUMO energy = 4.904 eV
relative energy (zero: lowest compared OMol25 entry of this formula, charge and spin) = 315.8 kJ/mol

CARTESIAN COORDINATES (ANGSTROEM)
Fe  -0.132  -0.530  -0.425
C  -4.288  -0.554  -1.247
C  -2.907  -0.349  -1.379
N  -2.070  -0.524  -0.378
C  -2.557  -0.882  0.843
C  -3.926  -1.133  1.057
C  -4.792  -0.963  -0.043
C  -4.360  -1.523  2.351
C  -3.438  -1.601  3.358
C  -2.080  -1.286  3.179
C  -1.585  -0.928  1.925
N  -0.349  -0.548  1.533
C  0.615  0.069  2.277
C  0.707  0.118  3.674
C  1.797  0.702  4.323
C  2.824  1.266  3.608
C  2.728  1.336  2.205
C  3.679  2.113  1.434
C  3.648  2.113  0.102
C  2.626  1.261  -0.569
N  1.455  1.049  0.171
C  1.616  0.808  1.546
H  -4.930  -0.405  -2.105
H  -2.473  -0.040  -2.320
H  -5.853  -1.154  0.081
H  -5.403  -1.766  2.516
H  -3.761  -1.921  4.344
H  -1.420  -1.415  4.021
H  -0.053  -0.358  4.268
H  1.842  0.674  5.407
H  3.675  1.722  4.103
H  4.416  2.699  1.974
H  4.340  2.687  -0.502
H  2.368  1.612  -1.566
N  2.379  -3.422  -0.229
C  2.962  -2.200  -0.374
N  4.247  -1.906  -0.043
N  4.361  -0.614  -0.258
N  3.224  -0.196  -0.745
N  2.317  -1.158  -0.829
C  0.994  -3.629  -0.195
N  0.521  -4.839  0.052
N  -0.815  -4.685  -0.024
N  -1.104  -3.458  -0.305
N  0.031  -2.733  -0.420
H  2.931  -4.145  0.196
F  -1.754  4.357  1.187
C  -1.109  3.557  0.269
C  -0.623  2.375  0.651
C  0.009  1.457  -0.328
C  0.014  1.994  -1.733
C  -0.472  3.292  -1.971
F  -0.458  3.762  -3.264
C  -1.033  4.113  -1.047
C  0.187  1.035  -2.767
C  0.475  1.285  -4.139
C  0.547  0.244  -5.029
C  0.342  -1.070  -4.596
C  0.117  -1.262  -3.247
N  0.060  -0.269  -2.359
H  -0.720  2.097  1.693
H  -1.422  5.091  -1.284
H  0.666  2.295  -4.465
H  0.782  0.449  -6.069
H  0.387  -1.913  -5.272
H  -0.003  -2.251  -2.821

Cartesian forces, eV/Å:
Fe -0.8 0.6 0.1
C 0.0 0.0 0.1
C 0.0 0.1 0.0
N 0.1 -0.7 0.1
C 0.0 0.0 0.1
C 0.1 0.0 0.1
C 0.0 0.0 -0.1
C 0.0 0.0 -0.1
C 0.0 0.0 0.0
C 0.0 -0.2 0.0
C -0.1 0.3 -0.1
N 0.2 0.1 -0.1
C 0.0 0.1 0.2
C 0.1 -0.2 -0.1
C 0.1 -0.1 0.0
C 0.0 0.1 -0.1
C -0.1 0.2 0.2
C 0.0 0.0 0.0
C 0.0 -0.1 -0.1
C 0.4 -0.5 0.0
N 0.0 0.6 0.7
C 0.0 -0.1 -0.2
H 0.0 0.0 0.0
H 0.0 -0.1 0.0
H 0.0 0.0 0.0
H 0.0 0.0 0.0
H 0.0 0.0 0.0
H -0.1 0.0 0.0
H 0.1 0.1 0.0
H 0.0 0.0 0.0
H 0.0 -0.1 0.0
H 0.0 0.0 0.0
H 0.0 0.0 0.0
H 0.0 0.0 0.0
N 0.0 -0.1 0.0
C 0.0 0.0 0.0
N -0.1 0.0 0.0
N 0.0 0.0 -0.1
N -0.1 0.2 0.3
N 0.0 0.1 0.0
C 0.0 0.1 -0.1
N 0.0 0.0 0.0
N 0.0 0.0 0.0
N -0.1 0.0 0.0
N 0.2 0.1 0.0
H 0.0 0.0 0.0
F 0.0 0.0 0.0
C 0.1 0.2 0.1
C 0.0 0.0 -0.1
C 0.2 -0.6 -0.5
C 0.0 0.0 0.1
C 0.2 0.1 -0.1
F 0.0 0.1 0.0
C 0.0 -0.1 0.0
C -0.2 -0.2 -0.1
C 0.1 0.0 0.0
C 0.0 0.1 0.0
C 0.0 -0.1 0.0
C 0.2 0.0 -0.1
N -0.1 0.0 -0.3
H -0.2 -0.1 0.0
H 0.0 0.0 0.0
H 0.0 0.0 0.0
H 0.0 0.0 0.0
H 0.0 0.0 0.0
H 0.0 0.0 0.0

---

The lowest net charge belongs to which entry? C31H19F2FeN13

---

Which of these has the lowest net charge? C31H19F2FeN13

---

What is the net charge in the third record? -2

---

Among the records above, which one has the highest net charge? C31H15F4IrN5S4